1.
This record from OMol25 describes a structure of composition C38H46FKN3OSi. The level of theory is the ωB97M-V functional and the def2-TZVPD basis.

Values from the calculation:
highest occupied orbital energy (alpha / beta) = 0.432 / -1.775 eV
⟨S²⟩ = 0.765
HOMO-LUMO gap (alpha / beta) = 0.132 / 0.212 hartree
calculated total energy = -73591.15764 eV
ΔE to the lowest compared entry with this formula, charge and spin = 0.00 kJ/mol

Geometry as ORCA input:
```
! wB97M-V def2-TZVPD RIJCOSX def2/J DEFGRID3
* xyz -2 2
K -0.37337 0.18934 -0.29597
C 1.29173 -3.00216 -2.69477
C -0.08427 -2.37997 -2.74125
C -0.24329 -1.20103 -3.49439
C 0.98215 -0.63590 -4.17399
C -1.49119 -0.56915 -3.56150
C -1.74452 0.62120 -4.46080
C -2.53133 -1.02534 -2.74292
C -3.83867 -0.28177 -2.62777
C -2.35797 -2.17739 -1.96897
C -3.47680 -2.59166 -1.04168
C -1.16763 -2.91076 -2.03740
C -1.09577 -4.24539 -1.33424
H 1.58872 -3.38714 -3.67577
H 1.36115 -3.80630 -1.97041
H 2.02741 -2.25227 -2.39914
H 1.48009 -1.39157 -4.78811
H 1.69326 -0.29383 -3.41461
H 0.76401 0.22080 -4.80258
H -1.78236 1.55364 -3.89210
H -2.70204 0.51310 -4.97188
H -0.98450 0.73008 -5.22894
H -4.69157 -0.94988 -2.77719
H -3.92345 0.53952 -3.33284
H -3.89999 0.14349 -1.62121
H -4.35841 -2.93022 -1.59580
H -3.77939 -1.73487 -0.43582
H -3.17639 -3.38648 -0.36505
H -1.03934 -4.13334 -0.25040
H -0.23277 -4.82819 -1.64574
H -1.98531 -4.83693 -1.56274
N 2.92650 -0.24179 0.43752
C 3.90268 0.69002 0.68065
C 4.89547 0.41973 1.63730
C 5.97711 1.26022 1.82056
C 6.10632 2.39727 1.03314
C 5.09854 2.70401 0.12840
C 3.95713 1.91731 -0.03642
C 2.81172 2.41988 -0.86756
C 2.63833 3.81213 -0.91847
C 1.60356 4.38602 -1.64305
C 0.70995 3.55610 -2.30437
C 0.87384 2.17796 -2.20977
C 1.90776 1.53305 -1.50894
H 2.46561 -0.68579 1.22494
H 2.30600 0.04753 -0.33035
H 4.80654 -0.49681 2.21083
H 6.73396 1.01507 2.55791
H 6.97226 3.04258 1.12803
H 5.19364 3.60344 -0.46831
H 3.29104 4.46391 -0.34716
H 1.47678 5.46327 -1.65692
H -0.11928 3.98035 -2.86566
H 0.11564 1.56326 -2.69795
C 0.28170 1.83944 2.54602
Si 0.46138 0.23945 3.50854
C 2.01300 0.41026 4.58371
C -1.01256 0.14721 4.69909
N 0.55106 -1.00452 2.36870
C 0.74036 -2.31047 2.59344
C 0.79290 -2.97381 3.85163
C 1.00486 -4.33900 3.97788
C 1.18327 -5.14991 2.86527
C 1.14309 -4.54777 1.60502
C 0.92997 -3.19748 1.50027
F 0.89801 -2.65567 0.24935
H 0.32417 2.72066 3.19205
H -0.67390 1.86174 2.01365
H 1.08844 1.93434 1.81098
H 1.93461 1.24365 5.28805
H 2.87689 0.59661 3.93875
H 2.21227 -0.50000 5.15603
H -1.05010 1.01687 5.36169
H -0.98546 -0.75176 5.32050
H -1.93949 0.12342 4.11943
H 0.65767 -2.37114 4.74231
H 1.03192 -4.77843 4.97025
H 1.35029 -6.21486 2.96425
H 1.28055 -5.12525 0.69793
O -2.64379 1.01370 -0.00984
N -3.49648 2.02028 0.23664
C -3.36649 3.21698 -0.44113
C -4.34027 4.16728 -0.39219
C -5.54238 3.95603 0.33441
C -5.67475 2.69550 0.96596
C -4.68430 1.76177 0.90208
H -2.42552 3.33129 -0.96048
H -4.17196 5.09946 -0.91854
H -6.32662 4.69829 0.37008
H -6.57269 2.44804 1.52100
H -4.72900 0.78941 1.36881
*
```



2.
This record from OMol25 describes a cluster of 2 separate species, C38H46N2O6 in total in a non-equilibrium geometry. The level of theory is the ωB97M-V functional and the def2-TZVPD basis.

Values from the calculation:
highest occupied orbital energy = -5.316 eV
HOMO-LUMO gap = 0.134 hartree
calculated total energy = -55415.55430 eV

Geometry as ORCA input:
```
! wB97M-V def2-TZVPD RIJCOSX def2/J DEFGRID3
* xyz 0 1
C -5.68513 -1.30020 3.95802
C -4.56124 -1.51172 2.98473
O -3.86274 -0.23701 2.98414
C -2.94532 -0.02349 2.02995
C -2.23857 1.27817 2.18689
C -3.02746 2.50820 2.34227
O -2.66096 3.65068 2.05213
O -4.26130 2.29033 2.83756
C -4.90904 3.49716 3.30199
C -6.28301 3.06508 3.71982
C -0.88247 1.25580 2.53790
C -0.08969 2.44570 2.60735
C 1.27358 2.37202 2.75070
C 1.87773 1.14696 3.13401
O 3.22713 1.15447 3.33139
C 3.81156 0.14493 4.18324
C 1.09392 -0.02621 3.20852
C -0.22704 0.01530 2.80805
O -2.70957 -0.82990 1.13093
H -6.27208 -2.20504 4.11661
H -5.29710 -0.97304 4.92682
H -6.35883 -0.52502 3.58186
H -3.86973 -2.29181 3.31966
H -4.92382 -1.74839 1.98035
H -4.33367 3.88707 4.15266
H -4.93511 4.25224 2.50652
H -6.83336 3.92577 4.10247
H -6.83627 2.65135 2.87019
H -6.23430 2.31056 4.51229
H -0.58619 3.40434 2.46528
H 1.91003 3.24130 2.58563
H 4.80940 0.53260 4.38798
H 3.24224 0.02269 5.11552
H 3.87477 -0.81845 3.65795
H 1.52525 -0.98178 3.51266
H -0.79939 -0.90909 2.73475
C 3.48728 -2.90683 -3.82592
N 2.13668 -2.65444 -3.37177
C 1.32581 -3.71662 -3.04445
O 1.51762 -4.87950 -3.38022
C 0.20064 -3.19385 -2.17813
C 0.28982 -3.71786 -0.74245
C 1.66728 -3.45318 -0.18686
C 2.68908 -4.38026 -0.40705
C 3.99164 -4.10966 0.00616
C 4.28983 -2.88761 0.61815
C 3.26129 -1.97943 0.89076
C 1.94592 -2.29612 0.54542
N 0.40562 -1.74385 -2.24892
C -0.17683 -0.93820 -1.33781
C 0.32251 0.29977 -0.95029
C -0.49723 1.32082 -0.47745
C -0.11884 2.70672 -0.57489
C -1.07552 3.75102 -0.48487
C -0.77700 5.03659 -0.92344
C 0.51784 5.34357 -1.37377
C 1.53262 4.38620 -1.24458
C 1.22756 3.09151 -0.82865
C 1.56349 -1.34876 -3.08109
C 1.25100 -0.51611 -4.38825
C 0.27074 -1.31372 -5.25222
C 2.55679 -0.23331 -5.13285
C 0.64071 0.83160 -4.03784
H 3.99443 -3.61605 -3.15078
H 3.47767 -3.33836 -4.83909
H 4.04471 -1.96704 -3.83422
H -0.75339 -3.44232 -2.66413
H -0.48989 -3.25324 -0.12920
H 0.10938 -4.79996 -0.78973
H 2.45426 -5.30703 -0.93665
H 4.77399 -4.84780 -0.17797
H 5.31458 -2.66099 0.91919
H 3.47996 -1.02127 1.36866
H 1.12876 -1.62049 0.81195
H -1.08348 -1.32286 -0.86479
H 1.40174 0.46997 -1.01354
H -1.51164 1.06075 -0.16454
H -2.05825 3.51446 -0.07702
H -1.55916 5.80009 -0.91731
H 0.74285 6.32673 -1.79184
H 2.57126 4.64320 -1.46110
H 2.02607 2.36150 -0.68107
H 2.28452 -0.77854 -2.46894
H -0.68601 -1.44377 -4.73197
H 0.07506 -0.75621 -6.17925
H 0.67021 -2.30032 -5.52004
H 3.28820 0.24542 -4.46392
H 3.00243 -1.13235 -5.57281
H 2.36256 0.46529 -5.96138
H 1.32876 1.43634 -3.43329
H 0.45368 1.38459 -4.97034
H -0.31183 0.73020 -3.51038
*
```